Entry 1:
# C30H35N3O4ReS4Si

A structure of composition C30H35N3O4ReS4Si at a distorted geometry (ωB97M-V with the def2-TZVPD basis set, OMol25).

Each line ends with the Mulliken charge.
Cartesian coordinates (Å):
Re -0.678 -0.951 -0.858  0.87
S -2.987 -0.484 -0.464  -0.45
C -3.315 1.106 0.185  0.99
C -4.585 1.621 -0.078  -0.84
C -4.944 2.887 0.334  -0.64
C -4.027 3.675 1.008  -0.99
C -2.765 3.181 1.295  -0.91
C -2.407 1.893 0.925  0.51
S -0.298 1.320 -1.527  -0.54
C 1.368 1.117 -2.214  -0.93
C 2.085 -0.118 -1.781  0.43
C 3.457 -0.196 -1.993  -0.90
C 4.129 -1.368 -1.707  -0.70
C 3.399 -2.435 -1.213  -0.94
C 2.036 -2.293 -1.007  0.87
C 1.285 -3.448 -0.419  -1.23
S -0.527 -3.472 -0.818  -0.32
C -1.122 -3.865 0.817  0.29
C -1.646 -5.121 1.070  -0.62
C -2.033 -5.459 2.354  -0.60
C -1.905 -4.526 3.376  -0.72
C -1.410 -3.266 3.114  -0.72
C -1.003 -2.908 1.828  0.45
S -0.282 -1.347 1.550  -0.05
N 1.395 -1.146 -1.271  0.42
H -5.278 1.005 -0.630  0.47
H -5.931 3.268 0.117  0.39
H -4.278 4.681 1.312  0.38
H -2.069 3.842 1.786  0.36
H 1.245 1.092 -3.301  0.48
H 1.951 1.997 -1.937  0.44
H 3.980 0.668 -2.370  0.54
H 5.192 -1.460 -1.876  0.44
H 3.874 -3.373 -0.970  0.53
H 1.711 -4.391 -0.768  0.70
H 1.348 -3.401 0.671  0.39
H -1.736 -5.831 0.262  0.45
H -2.424 -6.444 2.559  0.39
H -2.188 -4.793 4.383  0.39
H -1.318 -2.532 3.897  0.51
C -0.628 -1.421 -5.625  -1.16
Si -1.852 -1.094 -4.180  0.26
C -2.538 0.688 -4.321  -0.89
C -3.312 -2.325 -4.332  -1.13
O -1.030 -1.340 -2.850  0.16
H -1.140 -1.378 -6.579  0.36
H -0.177 -2.403 -5.529  0.30
H 0.172 -0.686 -5.638  0.28
H -3.270 0.774 -5.118  0.42
H -1.748 1.408 -4.513  0.27
H -3.018 0.979 -3.390  0.15
H -3.846 -2.181 -5.266  0.38
H -4.017 -2.194 -3.517  0.27
H -2.962 -3.353 -4.303  0.31
C 3.063 4.108 0.791  -1.01
C 3.548 3.424 2.063  -1.50
C 2.530 2.384 2.575  2.61
C 3.135 1.636 3.783  -1.52
C 2.204 0.556 4.315  -1.02
C 1.301 3.124 3.051  -0.36
O 1.319 3.998 3.879  -0.63
N 0.087 2.745 2.489  0.25
C -0.028 1.729 1.578  0.27
O -1.196 1.284 1.167  0.19
N 0.985 1.092 1.107  1.05
C 2.277 1.368 1.462  -1.35
O 3.199 0.823 0.898  -0.53
H 3.722 4.934 0.533  0.52
H 2.057 4.500 0.925  0.28
H 3.045 3.400 -0.035  0.08
H 3.709 4.161 2.851  0.53
H 4.489 2.912 1.861  0.46
H 3.350 2.369 4.562  0.46
H 4.074 1.188 3.454  0.49
H 1.282 0.992 4.694  0.25
H 2.691 0.021 5.125  0.51
H 1.955 -0.158 3.532  0.13
H -0.734 3.208 2.862  0.27

expectation value of S² = 3.775
spin multiplicity = 4
orbital gap (spin up / spin down) = 7.5 / 6.4 eV
molecular weight = 844.19 g/mol
energy above the lowest of the compared OMol25 structures with the same formula, charge and spin = 122.11 kJ/mol
F_max = 2.915 eV Å⁻¹
net charge = 0

Entry 2:
# C30H35N3O7S

A structure of composition C30H35N3O7S at a distorted geometry (ωB97M-V with the def2-TZVPD basis set, OMol25).

Each line ends with the Mulliken charge.
Cartesian coordinates (Å):
C -0.752 5.104 -0.346  -1.14
H -1.083 5.006 0.562  0.55
O 0.145 3.868 -0.739  -0.47
C -0.548 2.792 -0.698  0.54
C 0.243 1.818 -1.129  0.22
C -0.349 0.504 -0.931  0.07
C -1.806 0.298 -0.605  0.32
C -2.301 1.374 -0.423  -0.73
C -1.796 2.673 -0.360  -0.88
H -2.560 3.413 -0.133  0.43
H -3.314 1.135 0.007  0.10
N -2.000 -0.981 -0.744  0.21
S -1.635 -2.167 0.072  1.27
O -1.346 -1.766 1.630  -0.86
O -2.458 -3.271 0.088  -0.80
C -0.082 -2.683 -0.296  0.05
C 0.831 -2.750 0.515  0.06
C 2.240 -2.902 0.332  -0.65
C 2.793 -3.202 -1.085  -2.10
C 1.669 -3.103 -1.916  0.41
C 0.409 -2.788 -1.791  0.35
N -0.598 -2.715 -2.551  0.58
C -0.104 -2.437 -4.004  -1.85
H 0.702 -1.837 -3.897  0.89
H -0.632 -1.697 -4.572  0.51
C -0.004 -3.678 -5.055  -0.37
C -1.487 -4.283 -5.149  -0.91
H -1.128 -5.349 -5.574  0.29
C -1.875 -4.632 -3.515  -1.20
H -1.133 -5.397 -3.153  0.30
H -2.638 -5.197 -3.576  0.66
C -1.776 -3.315 -2.841  -0.10
H -2.131 -3.694 -1.730  0.29
H -2.668 -2.638 -3.264  0.12
H -2.164 -3.668 -5.525  0.55
H 0.875 -4.397 -4.526  0.19
H 0.376 -3.250 -6.144  0.30
H 1.859 -3.317 -2.872  0.58
H 3.733 -3.256 -1.276  0.74
N 3.350 -2.932 1.474  0.12
C 3.145 -2.411 2.513  0.11
O 4.029 -2.618 3.607  -0.76
C 2.290 -1.131 2.734  -0.76
C 2.196 -0.042 1.884  -0.19
C 1.547 1.112 2.194  0.60
C 1.881 2.199 1.757  -1.17
C 1.023 3.373 2.052  0.73
C -0.311 3.172 2.475  1.33
C -0.529 1.926 2.812  0.08
C 0.176 0.916 2.770  -0.31
H -0.152 -0.174 2.764  -0.35
O -1.885 1.865 3.248  -0.36
C -2.392 0.469 3.441  -1.10
H -2.543 -0.133 2.708  0.34
H -2.140 0.064 4.416  0.45
H -3.621 0.652 3.962  0.20
O -1.010 4.390 2.717  -0.43
C -0.746 5.159 3.997  -2.18
H -1.404 5.840 3.980  0.47
H 0.068 5.320 3.950  0.89
H -0.797 4.530 4.707  0.68
O 1.464 4.634 1.971  -0.57
C 2.783 4.913 1.186  -1.04
H 3.519 4.676 1.938  0.40
H 2.702 6.027 1.086  0.28
H 2.633 4.451 0.219  0.35
H 2.821 2.428 1.484  1.02
H 3.002 -0.189 1.207  0.54
H 1.634 -1.161 3.654  0.34
H 3.873 -3.772 1.390  0.33
H 0.671 -2.785 1.725  0.21
H -3.239 -1.161 -0.759  0.55
H 0.403 -0.315 -1.158  -0.12
H 1.602 1.837 -1.106  0.19
H -0.095 6.025 -0.605  0.19
H -1.452 5.236 -1.178  0.41

orbital gap = 7.1 eV
molecular weight = 581.69 g/mol
energy above the lowest of the compared OMol25 structures with the same formula, charge and spin = 371.69 kJ/mol
F_max = 19.451 eV Å⁻¹
net charge = 0

Entry 3:
# C30H35N6O2PbS

A structure of composition C30H35N6O2PbS (ωB97M-V with the def2-TZVPD basis set, OMol25).

Each line ends with the Mulliken charge.
Cartesian coordinates (Å):
Pb -0.732 0.415 -0.158  1.01
C -1.266 4.286 -5.026  -0.94
C -2.242 4.017 -3.886  -0.67
N -1.709 4.331 -2.581  -0.13
C -0.905 3.533 -1.817  0.22
S -0.533 1.954 -2.434  -0.34
N -0.566 4.087 -0.672  -1.18
N 0.353 3.400 0.053  0.43
C 0.438 3.703 1.297  0.43
C -0.468 4.671 2.004  -1.59
C 1.433 2.951 2.096  0.96
C 1.256 2.778 3.476  -0.61
C 2.180 2.039 4.193  -0.48
C 3.258 1.476 3.525  -0.77
C 3.357 1.704 2.158  -0.20
N 2.491 2.430 1.466  -0.29
H -1.723 4.044 -5.989  0.36
H -0.376 3.670 -4.902  0.25
H -0.964 5.336 -5.042  0.29
H -2.530 2.966 -3.891  0.32
H -3.150 4.611 -4.019  0.38
H -1.807 5.267 -2.224  0.27
H -0.993 5.272 1.267  0.44
H 0.094 5.320 2.680  0.38
H -1.218 4.139 2.599  0.25
H 0.398 3.209 3.973  0.31
H 2.054 1.897 5.260  0.42
H 4.006 0.891 4.044  0.43
H 4.176 1.279 1.583  0.45
C 0.949 -3.423 2.960  -0.72
N 1.424 -2.223 2.231  0.13
C 0.745 -0.996 2.739  0.49
C 1.272 -2.378 0.726  -1.16
C 2.114 -1.352 0.026  0.81
C 3.473 -1.645 -0.139  -0.58
C 4.316 -0.737 -0.756  -0.84
C 3.784 0.468 -1.205  -0.57
C 2.437 0.750 -1.033  -0.22
C 1.556 -0.149 -0.421  -0.06
H 1.141 -3.293 4.023  0.35
H 1.474 -4.296 2.580  0.35
H -0.124 -3.507 2.805  0.26
H 2.425 -2.101 2.388  0.40
H -0.318 -1.115 2.543  -0.25
H 1.148 -0.133 2.214  -0.52
H 0.935 -0.911 3.807  0.53
H 0.208 -2.283 0.475  -0.35
H 1.602 -3.394 0.504  0.66
H 3.861 -2.609 0.184  0.36
H 5.363 -0.971 -0.904  0.33
H 4.427 1.192 -1.693  0.38
H 2.051 1.704 -1.372  0.11
C -1.398 -1.552 -1.025  -1.04
C -1.149 -2.220 -2.240  1.54
C -1.955 -3.279 -2.756  -0.83
C -1.623 -3.948 -3.922  -0.49
C -0.483 -3.631 -4.652  -0.55
C 0.318 -2.589 -4.172  -0.91
C 0.003 -1.901 -3.023  -0.15
H -2.847 -3.573 -2.219  0.24
H -2.276 -4.745 -4.267  0.35
H -0.232 -4.160 -5.562  0.35
H 1.207 -2.298 -4.723  0.37
H 0.639 -1.084 -2.704  0.46
O -2.773 -1.886 -0.550  -0.46
C -2.988 -2.174 0.670  0.18
C -4.426 -2.366 1.097  -0.46
C -4.275 -2.690 2.577  -0.47
C -2.759 -2.669 2.783  0.19
O -2.214 -2.936 3.843  -0.69
N -2.092 -2.338 1.627  0.12
H -4.878 -3.163 0.506  0.22
H -4.987 -1.453 0.897  0.26
H -4.662 -3.668 2.863  0.26
H -4.730 -1.950 3.234  0.23

orbital gap = 4.4 eV
molecular weight = 750.92 g/mol
energy above the lowest of the compared OMol25 structures with the same formula, charge and spin = 69.83 kJ/mol
F_max = 0.119 eV Å⁻¹
net charge = -1

energy above the lowest of the compared OMol25 structures with the same formula, charge and spin of number 2 (C30H35N3O7S)? 371.69 kJ/mol